1.
Here is a structure of composition C2H5BrClN at a distorted geometry from the OMol25 dataset. Energies are from ωB97M-V/def2-TZVPD.

Computed properties:
energy relative to the best compared isomer or geometry (same formula, charge and spin): 4.7110 eV
frontier orbital gap (spin up / spin down): 8.89 / 7.43 eV
LUMO level (spin up / spin down): -0.03 / -0.23 eV
highest occupied orbital energy (spin up / spin down): -8.926 / -7.659 eV

CARTESIAN COORDINATES (ANGSTROEM)
C: 0.3942 0.3910 -0.4378
C: -1.7684 -0.5488 -0.0188
N: -0.6395 -0.6056 -0.7345
Cl: -2.7244 -2.0256 0.0614
Br: -2.8898 0.9326 -0.0203
H: 0.4540 1.4157 -0.9202
H: 0.4863 0.4452 0.6439
H: 1.4000 -0.0326 -0.8122
H: -0.9650 -0.1274 1.9846
H: -0.2969 -1.4161 -1.0532


2.
Here is a cluster of 2 separate species, C7H14O2 in total at a distorted geometry from the OMol25 dataset. Energies are from ωB97M-V/def2-TZVPD.

Computed properties:
energy relative to the best compared isomer or geometry (same formula, charge and spin): 0.3080 eV
frontier orbital gap: 9.94 eV
LUMO level: 0.79 eV
highest occupied orbital energy: -9.150 eV
SMILES: C=C(C)CC.CC(=O)O

CARTESIAN COORDINATES (ANGSTROEM)
C: -0.9801 0.6718 1.2975
C: 0.3117 0.3467 1.2637
C: 1.3488 1.3564 0.9184
C: 0.7668 -1.0834 1.3779
C: 1.6828 -1.5305 0.2363
H: -1.7476 -0.0637 1.4783
H: -1.3036 1.6995 1.2768
H: 1.4202 1.3579 -0.1951
H: 2.3061 1.1316 1.3845
H: 1.0362 2.3565 1.2097
H: -0.1076 -1.7371 1.4263
H: 1.3070 -1.1967 2.3262
H: 1.2385 -1.2937 -0.7286
H: 1.8548 -2.6044 0.2888
H: 2.6466 -1.0303 0.2904
C: -1.6720 -0.7431 -1.7487
C: -1.0883 0.6399 -1.6812
O: 0.0665 0.9228 -1.9132
O: -2.0405 1.5815 -1.5759
H: -1.1425 -1.3896 -1.0548
H: -1.5322 -1.1410 -2.7535
H: -2.7321 -0.7135 -1.5032
H: -1.6395 2.4625 -1.6205


3.
Here is an isolated molecule of C5H8O at a distorted geometry from the OMol25 dataset. Energies are from ωB97M-V/def2-TZVPD.

Computed properties:
energy relative to the best compared isomer or geometry (same formula, charge and spin): 2.4846 eV
frontier orbital gap: 11.10 eV
LUMO level: 0.94 eV
highest occupied orbital energy: -10.161 eV
SMILES: C#CC(C)(C)O

CARTESIAN COORDINATES (ANGSTROEM)
C: 2.4670 0.0094 -0.0232
C: 1.2824 0.0919 0.0356
C: -0.1545 0.0641 0.2136
C: -0.7374 1.3625 -0.3892
C: -0.7870 -1.2560 -0.4268
O: -0.4308 0.0867 1.6105
H: 3.5730 -0.1156 0.0839
H: -1.8043 1.4913 -0.2685
H: -0.1793 2.1637 0.1035
H: -0.5330 1.3157 -1.4288
H: -0.9010 -1.3247 -1.5316
H: -1.8439 -1.4125 0.0298
H: -0.2169 -2.0219 -0.0557
H: 0.2656 -0.4546 2.0470


4.
Here is a structure of composition C52H143N13O13 at a distorted geometry from the OMol25 dataset. Energies are from ωB97M-V/def2-TZVPD.

Computed properties:
energy relative to the best compared isomer or geometry (same formula, charge and spin): 8.7674 eV
frontier orbital gap: 8.54 eV
LUMO level: 0.32 eV
highest occupied orbital energy: -8.216 eV

CARTESIAN COORDINATES (ANGSTROEM)
C: 14.6827 3.0317 -0.8997
C: 15.5761 1.8272 -0.5698
C: 16.0494 1.1290 -1.8157
O: 14.9320 0.6512 -2.5700
C: 15.2925 0.0346 -3.7619
N: 16.6527 2.3347 0.2706
H: 15.1558 3.6738 -1.6462
H: 14.3856 3.5588 0.0013
H: 13.7696 2.6807 -1.3962
H: 15.0029 1.1475 0.0622
H: 16.6402 0.2486 -1.5250
H: 16.6822 1.7273 -2.4841
H: 15.9279 -0.8479 -3.6134
H: 15.7921 0.7018 -4.4782
H: 14.4040 -0.3519 -4.2638
H: 17.1051 1.5572 0.7504
H: 17.4694 2.7565 -0.1693
C: 21.8242 4.2593 -4.7323
C: 22.5537 4.7941 -3.5031
C: 23.3310 6.0847 -3.7895
O: 24.4519 5.7379 -4.5678
C: 25.4779 6.6865 -4.5437
N: 21.5951 5.0356 -2.4161
H: 22.5182 3.8591 -5.4735
H: 21.2583 5.0913 -5.1606
H: 21.1187 3.4618 -4.4937
H: 23.3063 4.1314 -3.0719
H: 23.6626 6.5413 -2.8504
H: 22.6893 6.7696 -4.3615
H: 26.2465 6.4993 -5.2860
H: 25.9195 6.7668 -3.5405
H: 25.1247 7.7170 -4.6984
H: 21.0594 5.8870 -2.5701
H: 20.8997 4.2966 -2.4548
C: 23.6170 -3.3873 -2.8707
C: 22.1292 -3.5008 -3.0691
C: 21.6634 -4.9411 -3.2975
O: 20.2801 -4.9749 -3.5078
C: 19.8657 -4.8379 -4.8621
N: 21.3420 -2.8261 -2.0331
H: 24.2272 -3.7069 -3.7161
H: 23.9232 -4.0068 -2.0197
H: 23.8895 -2.3518 -2.6681
H: 21.8496 -2.9183 -3.9581
H: 21.9592 -5.5110 -2.4071
H: 22.3002 -5.4115 -4.0592
H: 20.2907 -5.5695 -5.5519
H: 20.3214 -3.8930 -5.1936
H: 18.7980 -4.6719 -4.9712
H: 20.3685 -2.8767 -2.3196
H: 21.3889 -3.3522 -1.1599
C: 15.2630 -3.7936 -5.7846
C: 13.7656 -3.6023 -5.9843
C: 13.0001 -4.4419 -4.9604
O: 13.3170 -5.8048 -5.0715
C: 12.6170 -6.6078 -4.1431
N: 13.3704 -2.1963 -5.8612
H: 15.5607 -4.8182 -6.0090
H: 15.5617 -3.5962 -4.7515
H: 15.8580 -3.1241 -6.4090
H: 13.4101 -3.9573 -6.9583
H: 11.9356 -4.2654 -5.1840
H: 13.1307 -4.0789 -3.9330
H: 13.0928 -7.5877 -4.1515
H: 11.5848 -6.7384 -4.4796
H: 12.6772 -6.2030 -3.1307
H: 13.6628 -1.6787 -6.6810
H: 12.3574 -2.1190 -5.8568
C: 17.7741 -0.5486 2.8598
C: 18.7399 -1.0887 1.8127
C: 18.0709 -2.2212 1.0197
O: 17.5406 -3.2069 1.8563
C: 16.7311 -4.1640 1.1701
N: 18.9982 0.0012 0.8483
H: 17.0006 0.0909 2.4378
H: 18.2581 -0.0857 3.7211
H: 17.2608 -1.4122 3.2989
H: 19.6319 -1.4221 2.3514
H: 18.7981 -2.6149 0.2959
H: 17.2287 -1.7799 0.4645
H: 17.2469 -5.1157 1.0954
H: 16.5016 -3.7784 0.1766
H: 15.8100 -4.2481 1.7465
H: 19.6838 0.6607 1.2034
H: 19.4540 -0.4546 0.0543
C: 19.3962 -7.8615 -0.9494
C: 18.3869 -6.8136 -1.4221
C: 17.0032 -7.0464 -0.8349
O: 16.1216 -5.9680 -1.1249
C: 15.5807 -5.9750 -2.4239
N: 18.8539 -5.4818 -1.0101
H: 19.0072 -8.8730 -1.0988
H: 19.5541 -7.7346 0.1231
H: 20.3657 -7.7637 -1.4349
H: 18.3367 -6.7868 -2.5187
H: 17.1020 -7.0566 0.2568
H: 16.4650 -7.9831 -1.0172
H: 15.2906 -6.9558 -2.8145
H: 16.2872 -5.5345 -3.1375
H: 14.6813 -5.3603 -2.3818
H: 19.4899 -5.1229 -1.7244
H: 18.0219 -4.8952 -1.0100
C: 20.0589 -1.2711 -6.2477
C: 20.0710 0.1076 -6.9355
C: 18.6598 0.5113 -7.3592
O: 18.3205 -0.3620 -8.4228
C: 16.9913 -0.2638 -8.8798
N: 20.6843 1.0779 -6.0212
H: 19.4387 -1.1579 -5.3575
H: 21.0545 -1.5854 -5.9450
H: 19.6308 -1.9593 -6.9756
H: 20.7069 0.0363 -7.8208
H: 18.5236 1.5653 -7.6447
H: 17.9193 0.3890 -6.5496
H: 16.7721 -1.1851 -9.4103
H: 16.8976 0.6211 -9.5235
H: 16.2695 -0.0885 -8.0750
H: 20.3943 0.9790 -5.0391
H: 20.4495 2.0250 -6.3010
C: 24.5662 -1.0573 -0.0118
C: 23.6986 -0.0885 0.8011
C: 22.6641 0.6652 -0.0244
O: 23.2182 1.3278 -1.1635
C: 23.7658 2.5948 -0.8202
N: 23.1530 -0.8049 1.9587
H: 25.5436 -1.1253 0.4664
H: 24.7835 -0.6433 -0.9979
H: 24.1185 -2.0445 -0.1150
H: 24.4016 0.5955 1.2910
H: 21.9840 1.2577 0.5935
H: 22.0614 -0.1244 -0.4914
H: 23.0032 3.3768 -0.8024
H: 24.3504 2.8372 -1.7105
H: 24.3536 2.6475 0.0960
H: 22.7306 -1.6874 1.6790
H: 22.3870 -0.2910 2.3884
C: 24.4628 -3.2332 -6.7096
C: 24.1441 -1.7601 -6.9976
C: 23.8346 -0.9945 -5.7068
O: 24.9958 -0.7911 -4.9360
C: 24.7838 0.2113 -3.9675
N: 25.2956 -1.1987 -7.7254
H: 24.6352 -3.7990 -7.6228
H: 23.5667 -3.6989 -6.2714
H: 25.2293 -3.4083 -5.9556
H: 23.2454 -1.6757 -7.6113
H: 23.0150 -1.4791 -5.1622
H: 23.3979 -0.0353 -6.0198
H: 25.7033 0.3408 -3.3998
H: 23.9780 -0.0992 -3.2901
H: 24.4597 1.1594 -4.4131
H: 24.9840 -0.3011 -8.0875
H: 26.0196 -1.0430 -7.0308
C: 19.3455 2.0778 -1.7663
C: 19.6131 0.5898 -2.0461
C: 18.4193 -0.1175 -2.6261
O: 18.7003 -1.5112 -2.6008
C: 17.6337 -2.3446 -2.9933
N: 20.7759 0.5297 -2.9406
H: 18.9409 2.6168 -2.6262
H: 20.2818 2.5123 -1.4184
H: 18.5734 2.1510 -0.9936
H: 19.8417 0.1778 -1.0529
H: 18.1378 0.2576 -3.6174
H: 17.5570 0.0346 -1.9643
H: 17.4965 -2.2791 -4.0831
H: 16.6738 -2.1502 -2.5152
H: 17.9836 -3.3724 -2.8758
H: 20.9973 -0.4631 -3.0559
H: 21.5883 0.9025 -2.4588
C: 13.8648 -2.5550 -0.6495
C: 12.9209 -1.6026 0.0246
C: 13.3872 -1.3450 1.4756
O: 13.4174 -2.6143 2.1081
C: 13.9250 -2.5575 3.4241
N: 12.7582 -0.4200 -0.8038
H: 13.8608 -3.5313 -0.1625
H: 14.8819 -2.1592 -0.5414
H: 13.6580 -2.7418 -1.7040
H: 11.9375 -2.0490 0.2075
H: 12.6855 -0.7080 2.0250
H: 14.3792 -0.8721 1.4778
H: 14.0226 -3.5682 3.8153
H: 13.2616 -1.9745 4.0692
H: 14.9272 -2.1168 3.4350
H: 12.2387 0.3136 -0.3290
H: 13.6442 0.0111 -1.0659
C: 20.5679 5.8535 -0.0342
C: 19.5400 6.5448 -0.9118
C: 18.2659 5.7098 -1.0379
O: 18.5533 4.4574 -1.6783
C: 18.2124 4.3673 -3.0513
N: 19.1211 7.8067 -0.2836
H: 20.2331 5.7270 0.9943
H: 21.5401 6.3542 -0.0602
H: 20.8193 4.8769 -0.4595
H: 20.0343 6.7313 -1.8748
H: 17.4624 6.1887 -1.6035
H: 17.9145 5.3952 -0.0549
H: 19.0052 4.9081 -3.5776
H: 17.2411 4.8053 -3.2978
H: 18.1883 3.3363 -3.3995
H: 19.9261 8.4170 -0.1888
H: 18.4695 8.2627 -0.9154
C: 23.8326 4.4359 4.0909
C: 22.8768 5.4731 3.5318
C: 21.4544 4.9066 3.4820
O: 21.3507 3.8359 2.5759
C: 21.3838 4.2256 1.2272
N: 22.9400 6.6306 4.4598
H: 23.5345 4.1875 5.1100
H: 24.8600 4.8104 4.1149
H: 23.9065 3.5116 3.5152
H: 23.1698 5.8224 2.5355
H: 20.6722 5.6545 3.2923
H: 21.2056 4.5924 4.4998
H: 20.7399 5.0926 1.0297
H: 20.9895 3.3749 0.6708
H: 22.3547 4.4908 0.8031
H: 23.9274 6.8314 4.5873
H: 22.5824 7.4446 3.9649


5.
Here is a structure of composition C34H39BeBrN6OTe from the OMol25 dataset. Energies are from ωB97M-V/def2-TZVPD.

Computed properties:
2S+1: 2
total charge: +1
energy relative to the best compared isomer or geometry (same formula, charge and spin): 0.0000 eV
frontier orbital gap (spin up / spin down): 6.64 / 7.36 eV
LUMO level (spin up / spin down): -2.70 / -3.14 eV
highest occupied orbital energy (spin up / spin down): -9.342 / -10.498 eV

CARTESIAN COORDINATES (ANGSTROEM)
Be: 1.0953 -0.2773 -1.5668
C: 5.5802 -0.9498 0.7065
C: 4.7030 -1.3063 -0.4560
C: 5.0665 -2.2777 -1.3866
C: 4.2298 -2.5928 -2.4393
C: 3.0271 -1.9189 -2.5357
Br: 1.8322 -2.3529 -3.9261
N: 2.6535 -0.9880 -1.6632
C: 3.4815 -0.6948 -0.6416
H: 5.9067 -1.8462 1.2332
H: 5.0555 -0.3099 1.4139
H: 6.4722 -0.4214 0.3667
H: 6.0094 -2.8006 -1.2811
H: 4.4865 -3.3493 -3.1650
H: 3.1112 0.0451 0.0575
C: -0.8461 2.6942 7.9483
C: -0.7198 2.4539 6.4702
C: 0.4266 1.8836 5.9337
C: 0.5734 1.6727 4.5680
C: 1.8663 1.0956 4.0530
C: -0.4823 2.0325 3.7203
Te: -0.2606 1.6965 1.6407
N: 0.2780 -0.2563 -0.2859
C: 0.4588 -1.0627 0.7257
O: 0.3871 -0.7190 1.9517
C: 0.8034 -2.5148 0.5002
C: 1.6312 -3.1726 1.4066
C: 2.0340 -4.4778 1.1648
C: 1.5882 -5.1467 0.0316
C: 0.7368 -4.5064 -0.8585
C: 0.3541 -3.1927 -0.6275
C: -2.1257 0.7645 1.3885
C: -2.5322 -0.1704 2.3303
C: -3.7671 -0.7873 2.1950
C: -4.5812 -0.4679 1.1197
C: -4.1617 0.4638 0.1819
C: -2.9290 1.0993 0.2987
C: -2.5039 2.1239 -0.7153
C: -1.6337 2.6537 4.2264
C: -2.7639 3.1480 3.3617
C: -1.7294 2.8418 5.6003
H: -0.1603 2.0633 8.5118
H: -1.8602 2.4952 8.2939
H: -0.6158 3.7340 8.1886
H: 1.2366 1.5981 6.5956
H: 2.5546 0.9186 4.8780
H: 2.3565 1.7881 3.3622
H: 1.6992 0.1566 3.5264
H: 1.9513 -2.6489 2.2979
H: 2.6856 -4.9802 1.8683
H: 1.8912 -6.1700 -0.1487
H: 0.3670 -5.0323 -1.7295
H: -0.3162 -2.6888 -1.3146
H: -1.8861 -0.4207 3.1611
H: -4.0875 -1.5162 2.9275
H: -5.5468 -0.9439 1.0093
H: -4.8067 0.7116 -0.6531
H: -3.1989 2.1488 -1.5557
H: -1.4993 1.9066 -1.0880
H: -2.4759 3.1267 -0.2817
H: -3.4686 2.3495 3.1258
H: -2.4036 3.5578 2.4152
H: -3.3089 3.9368 3.8781
H: -2.6181 3.3191 5.9991
C: -0.5089 0.3334 -7.3948
C: -1.7355 0.7037 -6.5684
C: -2.3434 -0.5188 -5.8887
C: -1.4323 1.8205 -5.5677
N: -0.4196 1.4301 -4.5831
C: -0.5474 0.7572 -3.4489
N: 0.6616 0.5885 -2.9578
N: 1.5301 1.1705 -3.8128
N: 0.8887 1.6758 -4.7865
H: -0.7798 -0.3887 -8.1644
H: 0.2658 -0.1225 -6.7736
H: -0.0735 1.2043 -7.8856
H: -2.4879 1.1353 -7.2350
H: -1.6131 -1.0214 -5.2476
H: -2.6620 -1.2461 -6.6342
H: -3.2159 -0.2607 -5.2844
H: -2.3241 2.1026 -5.0083
H: -1.0361 2.7044 -6.0633
H: -1.4678 0.4136 -3.0083


6.
Here is a structure of composition C20H39Br2O3P from the OMol25 dataset. Energies are from ωB97M-V/def2-TZVPD.

Computed properties:
energy relative to the best compared isomer or geometry (same formula, charge and spin): 0.0000 eV
frontier orbital gap: 9.16 eV
LUMO level: 0.55 eV
highest occupied orbital energy: -8.610 eV

CARTESIAN COORDINATES (ANGSTROEM)
C: -2.7059 0.5022 0.0344
C: -2.3644 0.0855 -1.3756
C: -3.3411 -0.5647 -2.1359
C: -3.0711 -0.9833 -3.4322
C: -1.8278 -0.7503 -4.0011
C: -0.8531 -0.1003 -3.2441
C: -1.0972 0.3058 -1.9331
C: -0.0096 0.9895 -1.1138
P: 1.6705 0.2786 -1.4421
C: 2.1094 -0.5325 0.1705
Br: 4.0586 -0.3351 0.3171
C: 1.7749 -2.0415 0.2947
C: 0.7749 -2.2517 1.4324
Br: 1.0433 -2.8673 -1.3246
H: -2.3301 -0.2160 0.7582
H: -2.2724 1.4729 0.2568
H: -3.7801 0.6112 0.1289
H: -4.3237 -0.7625 -1.7352
H: -3.8231 -1.4976 -4.0063
H: -1.6061 -1.0758 -5.0030
H: 0.1043 0.0709 -3.7103
H: -0.0236 2.0480 -1.3682
H: -0.2517 0.9267 -0.0589
H: 2.4844 1.4309 -1.3963
H: 1.6654 -0.0638 1.0425
H: 2.6711 -2.6018 0.5044
H: 1.3138 -2.2559 2.3751
H: 0.2402 -3.1851 1.3199
H: 0.0495 -1.4424 1.4373
C: 7.4982 2.5569 2.4398
C: 7.9756 2.8454 1.0241
C: 6.8129 3.1864 0.1052
O: 8.7015 1.7291 0.5118
H: 6.8215 1.6975 2.4445
H: 8.3422 2.3143 3.0859
H: 6.9697 3.4127 2.8627
H: 8.6833 3.6750 1.0412
H: 6.1189 2.3437 0.0423
H: 7.1691 3.3902 -0.9049
H: 6.2649 4.0591 0.4638
H: 8.1010 0.9769 0.4832
C: -6.5794 -3.7434 -1.6488
C: -6.9886 -2.8958 -2.8441
C: -8.1826 -3.4961 -3.5704
O: -5.8878 -2.7447 -3.7401
H: -6.2844 -4.7443 -1.9754
H: -5.7227 -3.2998 -1.1402
H: -7.3973 -3.8420 -0.9338
H: -7.2359 -1.8876 -2.5087
H: -7.9347 -4.4901 -3.9525
H: -8.4620 -2.8770 -4.4232
H: -9.0448 -3.5875 -2.9085
H: -5.6417 -3.6208 -4.0558
C: 1.5901 2.6318 3.1132
C: 0.5415 1.6415 3.5953
C: -0.0860 2.0833 4.9081
O: 1.1240 0.3446 3.7393
H: 2.4037 2.7111 3.8391
H: 2.0268 2.2962 2.1707
H: 1.1639 3.6249 2.9650
H: -0.2380 1.5366 2.8380
H: 0.6757 2.1496 5.6896
H: -0.8325 1.3604 5.2377
H: -0.5643 3.0586 4.8106
H: 1.8186 0.4086 4.4033


no.,energy (hartree)
1,-3168.0025
2,-425.5939
3,-270.4666
4,-3756.4180
5,-4579.4215
6,-6500.5360